#one
The following is a quantum chemistry calculation of a cluster of 2 separate species, C2H7N2O2 in total, from the OMol25 dataset.

Each line ends with the natural charge from an NBO analysis.
Positions of all 13 atoms, in Å:
N: -0.94661 -0.80397 -1.05477  -0.887
C: -1.55647 0.11405 -0.09688  -0.045
N: -0.94064 1.41745 0.05579  -0.883
H: -0.23762 -1.35736 -0.54927  0.378
H: -0.45728 -0.38382 -1.85593  0.347
H: -1.50013 -0.39695 0.85201  0.185
H: -2.65980 0.31171 -0.31811  0.128
H: -1.01150 2.04377 -0.82736  0.317
H: 0.00709 1.13267 0.25641  0.421
O: 2.64206 -1.60772 1.46627  -0.739
C: 2.31596 -0.52462 0.93975  0.643
O: 1.23417 0.24457 0.82286  -0.865
H: 3.11077 -0.18979 0.30922  -0.001

E_LUMO, eV: 4.43
Frontier orbital gap, eV: 8.78
E_HOMO, eV: -4.3
Net charge: -1

#two
The following is a quantum chemistry calculation of a cluster of 2 separate species, C2H7N2O2 in total, from the OMol25 dataset.

Each line ends with the natural charge from an NBO analysis.
Positions of all 13 atoms, in Å:
N: 2.32342 -1.43661 1.10817  -0.925
C: 1.21049 -0.65456 0.77057  0.863
O: 1.35643 0.56861 0.67144  -0.791
O: 0.12951 -1.30109 0.47375  -0.858
H: 3.08467 -0.86832 1.45988  0.374
H: 2.29433 -2.44954 1.10276  0.380
C: -1.24825 1.40017 -0.90989  -0.415
N: -1.99095 0.24366 -0.33149  -0.893
H: -0.60270 1.02109 -1.75574  0.154
H: -0.58391 1.83231 -0.16150  0.223
H: -1.95804 2.16828 -1.28175  0.148
H: -2.68048 0.00237 -1.05316  0.311
H: -1.33454 -0.52637 -0.09305  0.429

E_LUMO, eV: 4.42
Frontier orbital gap, eV: 8.39
E_HOMO, eV: -4.0
Net charge: -1

#three
The following is a quantum chemistry calculation of a cluster of 2 separate species, C2H7N2O2 in total, from the OMol25 dataset.

Each line ends with the natural charge from an NBO analysis.
Positions of all 13 atoms, in Å:
N: -1.70467 -1.63949 -0.03637  -0.963
C: -1.59796 -0.45063 -0.94368  0.868
O: -2.47568 -0.44884 -1.83094  -0.772
O: -0.78965 0.48868 -0.60954  -0.814
H: -2.56798 -1.63925 0.47323  0.352
H: -1.65814 -2.48649 -0.58097  0.346
C: 1.80817 0.35414 0.47636  -0.425
N: 1.18547 1.65829 0.91594  -0.870
H: 2.01062 0.30495 -0.61374  0.164
H: 1.02933 -0.38518 0.69619  0.233
H: 2.69998 0.12216 1.05565  0.153
H: 1.76338 2.42687 0.61162  0.317
H: 0.29712 1.69480 0.38625  0.410

E_LUMO, eV: 4.34
Frontier orbital gap, eV: 8.14
E_HOMO, eV: -3.8
Net charge: -1

Ranked by calculated energy, most stable first: #two, #three, #one.

#one
The following is a quantum chemistry calculation of a cluster of 3 separate species, C7H17NO4S in total, from the OMol25 dataset.

Each line ends with the natural charge from an NBO analysis.
Positions of all 30 atoms, in Å:
C: 0.75966 -0.20563 2.15889  -0.610
C: 1.87049 2.00011 -0.79179  -0.612
C: -2.54283 -2.11061 -1.09610  -0.716
C: -2.92575 0.54714 1.22057  -0.277
C: 0.66285 -0.73003 0.65376  -0.197
C: 0.97293 0.82271 -1.27694  -0.196
C: -2.69497 -0.65292 -0.76264  0.805
N: 0.20335 0.25904 -0.20908  -0.702
O: 4.68623 -0.78310 0.38356  -0.831
O: 5.07497 0.63258 -1.57014  -0.830
O: -2.49721 0.30608 -1.52787  -0.627
O: -2.98662 -0.61437 0.50479  -0.498
S: 4.14083 0.01160 -0.70194  1.660
H: 1.54614 0.55372 2.18948  0.199
H: -0.11823 0.33473 2.22660  0.189
H: 0.98512 -1.12888 2.82771  0.210
H: 2.55995 1.64458 -0.02705  0.169
H: 2.34893 2.24718 -1.71084  0.210
H: 1.36663 2.69768 -0.26848  0.213
H: -1.54593 -2.12873 -1.46774  0.250
H: -2.86106 -2.66506 -0.25526  0.234
H: -3.21175 -2.38599 -1.89346  0.236
H: -3.29271 1.50387 0.73979  0.213
H: -1.83795 0.62134 1.59615  0.184
H: -3.51229 0.23226 2.04967  0.202
H: 0.12755 -1.80345 0.69664  0.158
H: 1.68362 -1.01156 0.39035  0.183
H: 1.64685 0.07746 -1.84325  0.167
H: 0.20894 1.33850 -2.03084  0.219
H: -0.81770 0.38974 -0.20455  0.393

E_LUMO, eV: -0.92
Frontier orbital gap, eV: 7.40
E_HOMO, eV: -8.3

#two
The following is a quantum chemistry calculation of a cluster of 2 separate species, C7H17NO4S in total, from the OMol25 dataset.

Each line ends with the natural charge from an NBO analysis.
Positions of all 30 atoms, in Å:
C: -0.15860 0.79046 -2.24911  -0.606
C: -0.89045 -0.09007 -1.24646  -0.252
C: -2.40013 -0.07583 -1.50665  -0.405
C: -3.14685 -1.07155 -0.62133  -0.682
S: -2.82870 -0.70681 1.08288  2.404
O: -3.20017 -1.80606 1.90908  -0.917
O: -3.31023 0.61549 1.35438  -0.948
O: -1.24551 -0.68947 1.07025  -0.729
C: -0.62240 0.31705 0.20329  0.102
C: 0.83131 0.39201 0.62762  -0.436
C: 1.62579 -0.89999 0.42533  -0.223
N: 2.99839 -0.84916 0.91326  -0.823
H: -0.48320 1.83122 -2.17151  0.209
H: -0.36513 0.45242 -3.26515  0.217
H: 0.92063 0.76074 -2.10363  0.215
H: -0.54399 -1.12440 -1.35239  0.209
H: -2.60311 -0.31142 -2.55315  0.222
H: -2.79158 0.92806 -1.32000  0.222
H: -2.81409 -2.09765 -0.77813  0.242
H: -4.22806 -1.01923 -0.74548  0.252
H: -1.11950 1.26681 0.42244  0.208
H: 0.86240 0.67812 1.68164  0.221
H: 1.30473 1.20453 0.06906  0.207
H: 1.11199 -1.72037 0.92859  0.202
H: 1.65636 -1.15733 -0.63715  0.178
H: 3.49122 -0.05279 0.52649  0.355
H: 3.00856 -0.69213 1.91410  0.356
O: 4.69993 1.46759 2.34921  -0.944
H: 4.67632 2.42899 2.37252  0.472
H: 5.56407 1.23076 2.69997  0.474

E_LUMO, eV: 0.54
Frontier orbital gap, eV: 9.73
E_HOMO, eV: -9.2
Structure (SMILES): C[C@@H]1CCS(=O)(=O)O[C@H]1CCN.O

Ranked by calculated energy, most stable first: #two, #one.

#one
The following is a quantum chemistry calculation of a cluster of 2 separate species, C5H14SSi in total, from the OMol25 dataset.

Each line ends with the natural charge from an NBO analysis.
Positions of all 21 atoms, in Å:
C: 0.34389 -1.99216 1.85901  -0.530
C: -1.83884 -0.14372 -0.45749  -1.107
C: -0.05313 2.05593 -1.29812  -1.154
C: 1.03039 -0.86953 -1.46409  -1.082
C: 0.91115 0.26698 1.22535  -0.801
Si: -0.01166 0.41486 -0.43082  1.623
S: 0.50470 1.37838 2.55855  0.034
H: 0.75609 -2.14503 2.79117  0.186
H: 0.89028 -2.26098 1.00367  0.185
H: -0.71204 -1.80190 1.74254  0.189
H: -2.25309 -0.71255 0.38659  0.243
H: -2.39368 0.88962 -0.57749  0.233
H: -1.95236 -0.64301 -1.41077  0.243
H: -0.37550 1.84029 -2.33290  0.246
H: -0.77739 2.81696 -0.85346  0.247
H: 1.01024 2.58802 -1.46415  0.251
H: 0.75855 -1.02279 -2.47672  0.229
H: 2.09351 -0.52942 -1.54030  0.233
H: 0.87766 -1.82851 -1.01699  0.226
H: 1.94089 0.15605 1.37491  0.213
H: -0.74967 1.54252 2.38152  0.095

E_LUMO (spin up / spin down), eV: 0.34 / 0.43
Frontier orbital gap (spin up / spin down), eV: 8.06 / 8.00
E_HOMO (spin up / spin down), eV: -7.7 / -7.6

#two
The following is a quantum chemistry calculation of a cluster of 2 separate species, C5H14SSi in total, from the OMol25 dataset.

Each line ends with the natural charge from an NBO analysis.
Positions of all 21 atoms, in Å:
C: 0.03116 -1.92253 -2.14618  -0.522
C: -0.33943 -0.65502 1.48910  -1.095
C: 0.66282 2.48497 1.14982  -1.047
C: -1.51997 1.17395 -0.77249  -1.119
C: 1.21147 0.17352 -1.00900  -0.880
Si: -0.02348 0.78004 0.25158  1.581
S: 2.78016 -0.39492 -0.82026  0.118
H: -0.57504 -1.36020 -2.83513  0.163
H: -0.55342 -2.34235 -1.45945  0.158
H: 0.97088 -2.32646 -2.58691  0.189
H: -0.76385 -1.50353 1.05674  0.236
H: 0.63987 -1.11756 1.85047  0.233
H: -1.04047 -0.33184 2.24232  0.236
H: 1.47663 2.15681 1.76484  0.225
H: 1.15312 3.05461 0.32687  0.229
H: -0.03765 3.13353 1.74309  0.238
H: -1.44183 2.29076 -0.91177  0.236
H: -1.65771 0.81809 -1.74364  0.244
H: -2.40092 0.95554 -0.25865  0.237
H: 1.08140 0.70644 -1.94974  0.228
H: 2.64163 -1.04803 0.39281  0.114

E_LUMO (spin up / spin down), eV: 0.25 / 0.51
Frontier orbital gap (spin up / spin down), eV: 8.38 / 7.80
E_HOMO (spin up / spin down), eV: -8.1 / -7.3

Ranked by calculated energy, most stable first: #one, #two.

#one
The following is a quantum chemistry calculation of a structure of composition CN2O2S2, from the OMol25 dataset.

Each line ends with the natural charge from an NBO analysis.
Positions of all 7 atoms, in Å:
C: 0.86750 -1.27868 1.01616  -0.031
N: 0.84776 -2.13136 1.77439  -0.228
N: -1.09576 1.88765 -0.15229  0.523
O: -1.18228 2.07384 -1.27177  -0.244
O: -0.34816 1.19167 0.46478  -0.330
S: 1.10417 -0.36609 -0.35049  0.448
S: -0.19324 -1.37703 -1.48078  -0.139

E_LUMO (spin up / spin down), eV: -2.56 / -2.11
Frontier orbital gap (spin up / spin down), eV: 7.33 / 7.28
E_HOMO (spin up / spin down), eV: -9.9 / -9.4

#two
The following is a quantum chemistry calculation of a cluster of 2 separate species, CN2O2S2 in total, from the OMol25 dataset.

Each line ends with the natural charge from an NBO analysis.
Positions of all 7 atoms, in Å:
C: -1.77142 0.62104 -0.00077  -0.006
N: -1.79768 1.63244 -0.58913  -0.263
N: 1.59333 -0.04462 0.10474  0.577
O: 1.12538 0.47576 1.03358  -0.240
O: 2.48001 -0.00312 -0.65623  -0.240
S: -1.47421 -0.91369 0.67048  0.266
S: -0.15540 -1.76781 -0.56267  -0.093

E_LUMO (spin up / spin down), eV: -2.43 / -1.56
Frontier orbital gap (spin up / spin down), eV: 7.38 / 8.06
E_HOMO (spin up / spin down), eV: -9.8 / -9.6

Ranked by calculated energy, most stable first: #two, #one.

#one
The following is a quantum chemistry calculation of the ion C7H8NO3 with charge -1, from the OMol25 dataset.

Each line ends with the natural charge from an NBO analysis.
Positions of all 19 atoms, in Å:
C: 1.76253 -1.72695 0.78535  -0.390
C: 2.95951 -1.15961 0.94348  0.031
C: 1.41938 -0.35860 0.26358  0.361
C: -0.02000 0.65341 -1.65500  0.724
C: -2.46462 0.48787 -0.17518  -0.620
C: -1.26478 -0.23686 0.48379  -0.423
C: -0.07052 0.55687 -0.10576  0.178
N: 2.54258 0.17959 0.48935  -0.535
O: 0.17305 1.83974 -1.95507  -0.767
O: 0.02817 -0.34476 -2.38070  -0.746
O: 0.09305 1.76760 0.44002  -0.740
H: 1.38299 -2.72120 0.96950  0.207
H: 3.95243 -1.52495 1.41780  0.176
H: -2.28766 0.50520 -1.26854  0.232
H: -3.31859 -0.18026 -0.14573  0.187
H: -2.74625 1.41859 0.33925  0.213
H: -1.16729 -1.30129 0.31869  0.209
H: -1.29472 -0.19752 1.59007  0.193
H: 0.32073 2.34314 -0.35488  0.510

E_LUMO, eV: 3.67
Frontier orbital gap, eV: 8.35
E_HOMO, eV: -4.7
Net charge: -1

#two
The following is a quantum chemistry calculation of a cluster of 2 separate species, C7H8NO3 in total, from the OMol25 dataset.

Each line ends with the natural charge from an NBO analysis.
Positions of all 19 atoms, in Å:
C: -2.02620 -1.40387 0.08420  0.835
C: 0.93351 1.70803 1.25155  -0.390
C: 0.78015 0.39616 1.12200  -0.177
C: -2.04317 1.08647 -0.22565  0.903
C: 1.16177 -1.82682 0.14848  -0.414
C: 1.06200 -0.50281 -0.02243  0.019
C: 0.96316 0.10426 -1.40339  -0.665
N: -1.54666 -0.36198 -0.18398  -0.651
O: -1.73865 1.61196 -1.28746  -0.736
O: -2.40196 -2.51165 0.11775  -0.608
O: -2.65520 1.39340 0.77320  -0.719
H: 0.66547 2.08571 2.16505  0.193
H: 1.24702 2.29480 0.40174  0.191
H: 0.49331 -0.07090 1.95539  0.179
H: 1.12039 -2.21061 1.08384  0.178
H: 1.36793 -2.53973 -0.73589  0.186
H: 0.43274 0.98096 -1.37120  0.250
H: 0.27325 -0.61353 -2.03887  0.231
H: 1.91114 0.38013 -1.83433  0.198

E_LUMO, eV: 3.72
Frontier orbital gap, eV: 8.67
E_HOMO, eV: -5.0
Net charge: -1

Ranked by calculated energy, most stable first: #two, #one.